31
Properties=species:S:1:pos:R:3 method="wB97M-V/def2-TZVPD" e_above_lowest_ev=2.693 charge=+2 homo_lumo_gap_ev="5.9 / 4.6" spin_multiplicity=4
C -2.46842 1.42478 0.21365
C -2.64153 -0.71923 -1.40288
H 0.48464 -4.54282 -1.54795
H 3.43761 1.82622 0.44195
C 2.10750 2.70206 1.96283
C 1.84799 -1.76151 -0.13932
H 2.77822 -1.39755 0.27241
C -1.44430 -0.37861 -0.73826
H -2.64694 -1.58285 -2.05325
C 2.59277 1.00561 0.47629
H -2.39159 2.30153 0.86596
C -3.69250 1.12350 -0.38908
C 0.58497 -3.52794 -1.17340
Re 0.80261 1.57984 0.89249
I -0.44150 3.99499 0.49838
H -4.53539 1.78154 -0.19581
H 2.64731 -3.70209 -0.48047
C -3.79938 0.01921 -1.22638
H 2.91831 3.34273 1.45530
H 2.48750 0.84141 -0.59439
H -4.73530 -0.25384 -1.72347
I 0.31230 0.23101 2.98541
N 0.82638 -0.88803 -0.21055
C 1.76464 -3.08276 -0.59494
N -1.33106 0.76039 -0.01258
H 2.63707 2.45984 2.93535
H -1.41068 -2.92336 -1.66928
H 3.03039 0.19960 1.05914
H 1.07489 3.08828 2.10212
C -0.32566 -1.30255 -0.75699
C -0.47085 -2.61940 -1.25226

---

59
Properties=species:S:1:pos:R:3 method="wB97M-V/def2-TZVPD" e_above_lowest_ev=3.191 homo_lumo_gap_ev="4.9 / 4.9"
H 0.26031 -2.68678 -4.17165
O -1.17726 0.53602 0.40858
Sr 0.59114 -0.36641 -1.20904
C 0.27354 -2.07379 -5.09783
N 1.32362 -1.69506 0.45812
N -0.86167 -1.97946 -1.42315
C -2.60979 0.72459 3.60224
C -0.22482 0.66967 4.63171
H 2.65432 -0.10819 -1.76170
O 2.74587 1.33275 0.48830
C -0.06367 3.37437 -3.06963
H 2.73675 0.36230 0.81392
H -3.13513 1.38806 1.62585
H -2.15430 2.55652 2.52664
O -1.07019 0.77068 -3.50620
H 1.56916 1.26475 3.62863
N 1.83194 1.32858 -0.56117
H -2.06952 0.52785 5.66142
H -0.82240 -1.81884 -6.67122
C -2.30240 1.49097 2.32602
C -1.64180 -3.88558 -0.42682
H 2.26215 4.19226 -1.93886
H 1.75702 -4.03500 1.49575
H -1.07280 3.22744 -3.48664
H 2.46796 -1.58330 -1.19300
O 2.36151 -1.39137 1.09427
H 0.30109 2.50248 3.55802
N -0.07010 1.06872 -2.62196
N 0.13445 0.91273 2.18931
H -1.67655 -4.34664 -1.43231
C 1.46664 2.37032 -1.28997
H -1.74921 2.12621 4.98811
H -3.61681 1.01524 3.90654
O -1.82394 -1.67632 -2.07188
H 0.28495 0.94229 5.55679
H 0.88592 0.48254 1.65966
H 3.10744 3.54593 -0.53580
O 2.80411 -1.07018 -1.96822
H -1.47331 -4.67214 0.29224
C 0.43051 2.23090 -2.30414
C -1.08336 0.95690 1.57148
C 0.75034 -3.60099 1.62952
H -0.09611 -0.41062 4.48793
O -1.00960 -2.14447 -5.77146
H 0.04689 -4.41626 1.74321
H 0.60925 3.58148 -3.91449
H -2.64103 -3.45406 -0.24301
H 1.49315 4.25357 -0.34330
C 0.49464 1.42232 3.51116
C -1.68961 1.05161 4.78190
H 0.76884 -3.03451 2.57611
H -1.09539 -0.22839 -3.56280
H 1.00882 -2.53617 -5.75587
C 0.47097 -2.68858 0.53023
H 0.59781 -1.01683 -4.94887
H -0.10069 4.25163 -2.43568
H -2.62801 -0.35693 3.40740
C -0.64880 -2.82723 -0.42318
C 2.11719 3.64243 -1.01120

---

18
Properties=species:S:1:pos:R:3 method="wB97M-V/def2-TZVPD" e_above_lowest_ev=0.604 smiles="Nc1nc2ccccc2c(=O)o1" homo_lumo_gap_ev=8.5
C -0.39996 0.32314 0.30221
C 0.56822 -1.30080 -1.18759
C -0.30701 1.05644 1.51311
C 0.65259 0.73118 2.45434
C 1.58159 -0.90880 0.94469
C 1.59866 -0.26003 2.15074
C 0.54234 -0.65313 0.05003
H -2.02818 0.17370 -3.67277
N -2.08278 0.60108 -2.66178
H 0.86166 1.42719 3.33475
H 2.33484 -1.71330 0.67448
H -2.80343 1.23613 -2.42651
H -1.09258 1.81793 1.76209
O -0.38598 -0.71151 -2.12469
N -1.48384 0.63083 -0.46443
O 1.31484 -2.09490 -1.70524
H 2.41971 -0.53671 2.78218
C -1.29068 0.18153 -1.72560

---

14
Properties=species:S:1:pos:R:3 method="wB97M-V/def2-TZVPD" e_above_lowest_ev=3.132 homo_lumo_gap_ev=7.5
C -2.40022 0.35905 -0.13718
H -0.26445 2.39312 0.01300
P 0.11839 -0.79351 -1.02658
H 0.30347 1.24566 1.08833
H 2.01359 0.57466 -0.23540
C 0.66306 -1.76098 0.57198
H 0.56492 -1.35898 1.62486
H 1.71309 -1.99863 0.44211
C -0.99727 0.47922 -0.35166
H -0.01498 -2.56545 0.56739
H 1.09561 1.24675 -1.82255
C 0.10515 1.40524 0.01204
S -4.05726 -0.02786 0.07933
C 1.15689 0.80171 -0.82569

---

111
Properties=species:S:1:pos:R:3 method="wB97M-V/def2-TZVPD" e_above_lowest_ev=1.994 charge=-1 homo_lumo_gap_ev=5.2
C 6.04760 -0.39901 -3.53229
C 2.41549 -1.90933 -1.59721
N -4.35636 -0.28575 -2.85984
O 1.99173 1.05693 3.66896
H -3.18887 8.78236 -2.59683
H -0.79292 -0.94547 0.85786
H 0.59646 -0.28293 1.51866
C -3.46026 -1.79945 4.37287
C 4.04243 -2.09359 -3.34965
H 3.86092 -3.16681 -3.40760
H 3.83356 1.67179 1.22058
C 2.06745 -6.30967 1.15015
H 0.28578 1.04193 -5.47510
O -3.92335 1.58383 -1.65850
C -1.46159 5.16179 -2.67982
H -1.40877 1.23369 -0.21072
O -1.11155 0.21885 2.52425
C -1.36503 0.77676 -4.06549
H -5.31128 3.23753 4.26589
H 1.33712 -2.10122 7.02702
C -0.13572 -3.88905 -0.12570
H 2.56869 -4.25457 0.20724
H 1.92191 -6.80583 2.10970
H 0.83848 -3.55976 4.96491
C -3.90059 0.32978 -1.81203
H 4.22426 -3.93440 1.87374
O -3.05932 2.19469 4.38315
H -2.90497 -1.10630 2.63975
H 0.17232 -3.35767 7.51118
H -2.25877 2.55569 -4.17685
H 6.18055 -2.38331 -2.91935
C -0.44464 -0.02443 1.32528
N -4.84663 3.03069 3.39330
H -0.08833 1.91049 0.61076
H -2.00683 7.00821 -1.54322
C 2.87684 0.97945 2.83280
H 0.19953 0.59353 -0.65326
H -3.52818 -1.46185 -0.90876
H 2.27183 -1.50428 -0.59552
H 6.37272 -1.26605 -5.16493
H -2.91916 -0.06779 -0.13369
H 2.17204 -2.96919 -1.67145
H -4.85592 -3.16335 4.14687
H -4.14225 -1.23460 -3.13174
H 1.22848 -6.68513 0.56427
H 2.40372 2.59104 1.82102
C -3.68200 8.17742 -3.35773
H -1.42291 0.98415 -2.99697
N 3.73604 -4.81853 1.88132
H 1.78130 -1.50976 -2.38856
N 5.95255 -2.15097 -4.91903
C 0.30942 -2.44956 6.92411
H -2.50260 1.51025 2.11757
O -0.63153 -1.46198 7.31343
H -0.32089 5.30884 -0.85116
H -5.00178 0.14762 -3.50461
N 3.09315 1.85550 1.88249
H -1.20838 7.31827 -3.10961
H 6.66725 -2.86046 -4.99604
H 7.02682 -0.25826 -3.98991
H 0.79606 0.31370 -4.02597
H -5.40766 2.81207 2.58241
O -0.14964 -4.25507 1.25015
H 5.27327 0.15555 -4.06237
H 0.02338 -2.81638 -0.23601
O 0.65671 2.24608 -3.72026
H 0.18234 -1.84013 3.64369
C 2.38515 -4.72971 1.17091
H -1.06432 -1.84302 8.08097
H 4.39255 -5.34306 1.32100
H -1.92707 4.95164 -4.57484
H -1.13753 -3.96637 -0.54818
H 1.24611 -4.18384 2.90387
C 1.15558 -4.01959 1.83012
N -3.41386 -0.45843 -0.92285
H 6.02600 -0.15841 -2.46938
H 0.05524 3.85557 -1.59677
C -1.93932 6.70130 -2.58694
H 3.44137 -1.54868 -4.07760
H 0.01233 2.89921 -4.00271
H 4.53648 -0.05648 2.26495
H -4.38080 -2.90032 5.85016
H -1.67982 -0.25130 -4.24469
O -3.24503 6.81743 -3.08603
C 0.24859 -2.75891 5.41076
H -2.23405 4.47851 -2.32693
H -4.11263 -2.41883 2.64023
H -3.66496 2.43506 1.27609
H -0.50100 5.50185 -4.23549
H -3.34485 8.59209 -4.30772
H 3.49150 -0.88803 3.32312
C 5.55423 -1.79641 -3.59118
N 3.65300 -0.06927 2.75423
O -2.70906 -1.06874 5.04835
O 3.75891 -1.62294 -2.05869
O 0.46531 -1.64199 4.53939
N -3.32264 2.09798 2.16451
N -4.27984 -2.73708 4.85857
H -0.75889 -3.12727 5.21735
C 0.13324 1.09536 -4.39715
N -3.59330 -1.68465 3.09999
H 1.28811 -2.93767 1.83403
H 2.93859 -6.80547 0.72189
H 0.70862 5.36381 -2.32953
O -2.21265 1.78289 -4.74453
H 0.51103 -4.39660 -0.84139
C -0.14923 4.89690 -1.84561
N -1.11670 4.73269 -4.01319
C -0.41753 0.97385 0.16081
C -3.64864 2.53931 3.39613
H -4.75774 8.29100 -3.22361

---

8
Properties=species:S:1:pos:R:3 method="wB97M-V/def2-TZVPD" e_above_lowest_ev=3.655 charge=-1 homo_lumo_gap_ev=7.9
S -1.20954 0.00203 1.09483
H 1.42209 0.38639 -0.10046
O -0.12059 0.64069 1.91609
C 0.94918 -0.18978 -0.74547
N -0.43340 -0.35638 -0.64485
O 0.50085 -1.48143 -0.48342
O -2.29477 0.99626 0.68210
H 1.18618 0.00221 -1.71882